A 3-piece molecular cluster, C13H37O11P3Si overall in a non-equilibrium geometry, computed with ωB97M-V with the def2-TZVPD basis set.

The total energy comes out at -2658.61601 hartree. As for the SMILES: CCOP(=O)(OCC)OCC.CCOP(=O)(OCC)OCC.C[SiH2]P(=O)(O)O. The value obtained for the gap between HOMO and LUMO is 6.898 eV. The value obtained for the lowest unoccupied orbital energy is -2.54 eV. The molar mass comes out at 490.44 g mol⁻¹.

The geometry in XYZ format:
```
65
C13H37O11P3Si, DFT ωB97M-V with the def2-TZVPD basis set
C 3.35 -0.31 0.67
Si 2.05 0.67 -0.42
P 0.07 0.16 0.50
O 0.16 0.70 2.01
O -1.26 0.88 -0.37
O 0.01 -1.62 0.46
H 2.90 -1.42 0.76
H 4.43 -0.29 0.22
H 3.26 0.15 1.74
H 2.38 2.08 -0.30
H 2.11 0.18 -1.82
H -2.09 0.53 0.09
H 0.20 -1.83 -0.52
O 1.62 -2.58 -3.07
P 2.76 -3.63 -3.01
O 3.26 -3.34 -4.56
C 4.10 -2.22 -4.76
C 5.49 -2.45 -4.20
O 1.72 -4.90 -3.27
C 0.35 -4.81 -2.91
C -0.50 -4.35 -4.09
O 4.04 -4.79 -2.94
C 3.96 -6.09 -3.54
C 3.72 -6.11 -5.04
H 3.65 -1.32 -4.32
H 4.17 -2.05 -5.84
H 5.46 -2.53 -3.11
H 6.16 -1.63 -4.46
H 5.91 -3.39 -4.58
H 0.21 -4.16 -2.04
H 0.02 -5.81 -2.61
H -0.07 -3.47 -4.59
H -1.52 -4.12 -3.78
H -0.54 -5.13 -4.85
H 3.23 -6.70 -3.01
H 4.93 -6.56 -3.35
H 2.73 -5.72 -5.31
H 3.78 -7.13 -5.42
H 4.47 -5.50 -5.57
O -5.54 4.78 4.65
P -4.36 3.79 4.53
O -3.21 4.95 4.77
C -2.94 5.33 6.11
C -2.21 4.23 6.86
O -4.43 3.79 2.87
C -5.65 4.08 2.18
C -5.72 5.55 1.82
O -3.04 2.67 4.40
C -2.23 2.55 3.24
C -1.50 3.81 2.79
H -3.88 5.59 6.62
H -2.32 6.23 6.08
H -2.85 3.35 6.98
H -1.91 4.58 7.85
H -1.32 3.91 6.31
H -6.51 3.76 2.77
H -5.66 3.48 1.27
H -5.48 6.20 2.67
H -6.71 5.81 1.45
H -4.98 5.79 1.04
H -2.82 2.12 2.42
H -1.47 1.79 3.48
H -2.19 4.59 2.46
H -0.83 3.59 1.96
H -0.91 4.23 3.61
```

Mulliken population analysis, charges in e, atoms 1 to 6: -0.831, 0.432, 0.874, -0.635, -0.531, -0.527